C4H3O2Pb | ωB97M-V/def2-TZVPD

```
10
Properties=species:S:1:pos:R:3:mulliken_spin:R:1
O -2.364 0.735 0.952 0.05
C -1.500 -0.135 0.395 0.38
C -0.146 0.190 0.418 -0.07
C 0.660 -0.414 -0.596 0.46
C 2.073 -0.230 -0.607 -0.03
O 2.747 0.472 0.183 0.24
H 0.226 1.015 1.049 -0.01
H 2.623 -0.746 -1.426 0.00
Pb -1.234 -1.027 -1.628 -0.02
H -3.086 0.140 1.260 0.00
```

Energy relative to the best compared isomer or geometry (same formula, charge and spin) ... 0.0 kJ/mol
Orbital gap (spin up / spin down) ... 6.481 / 7.349 eV
DFT total energy ... -13534.4981 eV
Multiplicity ... 2
E_HOMO (spin up / spin down) ... -7.6 / -8.6 eV
Expectation value of S² ... 0.784